Record 1
{
  "formula": "C35H56B2N10O3PbS4",
  "method": "wB97M-V/def2-TZVPD",
  "fmax_ev_per_a": 0.48,
  "multiplicity": 1,
  "lumo_energy_ev": -4.26,
  "homo_lumo_gap_ev": 8.2,
  "total_charge": 2,
  "homo_ev": -12.43,
  "species": ["Pb", "C", "C", "C", "C", "N", "C", "C", "N", "B", "N", "C", "C", "N", "C", "S", "C", "C", "C", "C", "N", "C", "C", "N", "C", "S", "C", "C", "C", "C", "C", "S", "H", "H", "H", "H", "H", "H", "H", "H", "H", "H", "H", "H", "H", "H", "H", "H", "H", "H", "H", "H", "H", "H", "H", "H", "H", "H", "H", "H", "H", "H", "H", "H", "H", "H", "C", "C", "C", "O", "B", "O", "C", "C", "C", "H", "H", "H", "H", "H", "H", "H", "H", "H", "H", "H", "H", "C", "N", "C", "C", "C", "N", "C", "O", "N", "H", "H", "H", "H", "H", "H", "H", "S", "C", "C", "N", "C", "H", "H", "H"],
  "coordinates": [[1.35225, -0.50641, 0.13223], [-4.19885, 4.34643, -2.65052], [-3.16792, 3.21719, -2.55955], [-3.64914, 2.08783, -3.46539], [-1.79959, 3.76348, -2.95113], [-3.08999, 2.73627, -1.12520], [-3.47072, 3.54174, -0.06791], [-3.27253, 2.85111, 1.06529], [-2.75029, 1.61904, 0.72794], [-2.43470, 0.68769, 1.96805], [-1.27049, 1.33541, 2.76969], [-1.36673, 1.50384, 4.13923], [-0.36250, 2.30511, 4.53267], [0.36754, 2.64507, 3.40028], [-0.19622, 2.02971, 2.33103], [0.34470, 2.05437, 0.69395], [1.46880, 3.67840, 3.38620], [2.77899, 3.04810, 2.92625], [1.04641, 4.83172, 2.47609], [1.65630, 4.21885, 4.79997], [-2.26323, -0.83762, 1.65268], [-3.40043, -1.54975, 1.31621], [-3.13409, -2.85963, 1.45469], [-1.81601, -2.97308, 1.86913], [-1.30066, -1.72527, 1.97682], [0.31694, -1.36063, 2.45744], [-1.18951, -4.28249, 2.31763], [-1.07226, -4.23144, 3.83814], [-2.11951, -5.42408, 1.90921], [0.17412, -4.53269, 1.66976], [-2.63917, 1.57610, -0.60877], [-2.10191, 0.08867, -1.35731], [-4.36253, 4.55935, -3.70541], [-3.85162, 5.27087, -2.18990], [-5.15811, 4.06028, -2.21626], [-3.78758, 2.48897, -4.46856], [-4.60696, 1.69640, -3.11921], [-2.95091, 1.25424, -3.54047], [-1.84041, 4.15454, -3.96907], [-1.02638, 2.99988, -2.90087], [-1.52196, 4.57971, -2.28145], [-3.85389, 4.53292, -0.20128], [-3.46558, 3.12493, 2.08799], [-3.41104, 0.74936, 2.66594], [-2.14437, 1.03445, 4.71617], [-0.11932, 2.65986, 5.51553], [2.68207, 2.58433, 1.94632], [3.12536, 2.30800, 3.64986], [3.54166, 3.82432, 2.85781], [0.97383, 4.52257, 1.43496], [1.78339, 5.63180, 2.54800], [0.07995, 5.22767, 2.79508], [1.96402, 3.44255, 5.50308], [0.75451, 4.70572, 5.17327], [2.44659, 4.96699, 4.76907], [-4.31541, -1.05992, 1.02796], [-3.77460, -3.70522, 1.29757], [-2.05365, -4.08663, 4.29436], [-0.41455, -3.42128, 4.15456], [-0.66160, -5.17322, 4.20405], [-3.08051, -5.38177, 2.42191], [-1.64374, -6.36082, 2.19258], [-2.28294, -5.44718, 0.82973], [0.94782, -3.88284, 2.07355], [0.13065, -4.39989, 0.59182], [0.45241, -5.56694, 1.87281], [-0.78950, 0.76528, -5.87348], [0.03539, 0.12971, -4.76609], [0.82644, -1.03356, -5.32375], [-0.92922, -0.39280, -3.78369], [-0.90530, 0.45263, -2.72872], [0.07238, 1.38353, -2.72796], [0.88733, 1.16350, -3.93016], [2.21707, 0.61457, -3.44274], [1.09054, 2.50642, -4.60286], [-1.45568, 0.01024, -6.29014], [-0.14873, 1.13889, -6.67190], [-1.40291, 1.58736, -5.50162], [0.13898, -1.73243, -5.79949], [1.38152, -1.56203, -4.55519], [1.52613, -0.67856, -6.08238], [2.08104, -0.30624, -2.87197], [2.68750, 1.35428, -2.79378], [2.88741, 0.41541, -4.27850], [0.14511, 2.98857, -4.84301], [1.66697, 2.38637, -5.52153], [1.64913, 3.16142, -3.93356], [5.18671, -4.24917, 0.11056], [4.72732, -3.27014, 1.10030], [5.04276, -3.38319, 2.41253], [4.59028, -2.50603, 3.33151], [3.74206, -1.46277, 2.86537], [3.41420, -1.35265, 1.58031], [3.91813, -2.22839, 0.66057], [3.63986, -2.12432, -0.53182], [3.26104, -0.55392, 3.72289], [5.99066, -4.83603, 0.54538], [5.54696, -3.72938, -0.77085], [4.36698, -4.90324, -0.18074], [5.68189, -4.21373, 2.67955], [4.84728, -2.60162, 4.37566], [3.44228, -0.63856, 4.70724], [2.56075, 0.10242, 3.41866], [-1.24811, -4.35315, -2.43221], [0.41874, -4.32857, -2.80256], [1.02137, -3.29818, -2.15844], [0.18145, -2.53912, -1.37171], [-1.04139, -2.99465, -1.43343], [0.85652, -5.05784, -3.46494], [2.07372, -3.05065, -2.19610], [-1.87730, -2.55676, -0.90150]],
  "lowdin_charge": [1.16, -0.04, -0.50, -0.02, 0.00, 0.05, 0.00, -0.02, 0.04, -0.54, 0.01, -0.04, -0.02, 0.02, -0.67, 0.60, -0.54, -0.04, -0.04, -0.05, 0.04, -0.06, -0.03, 0.02, -0.63, 0.63, -0.52, -0.02, -0.04, -0.04, -0.50, 1.11, 0.10, 0.09, 0.10, 0.10, 0.11, 0.04, 0.11, 0.06, 0.10, 0.13, 0.14, 0.13, 0.13, 0.12, 0.04, 0.07, 0.10, 0.04, 0.10, 0.10, 0.09, 0.10, 0.10, 0.14, 0.13, 0.10, 0.06, 0.10, 0.09, 0.10, 0.09, 0.04, 0.07, 0.10, 0.01, -0.42, 0.01, 0.10, -1.03, 0.04, -0.42, -0.01, 0.01, 0.11, 0.10, 0.08, 0.10, 0.07, 0.11, 0.06, 0.10, 0.11, 0.07, 0.11, 0.11, 0.02, -0.03, -0.02, 0.01, -0.38, 0.06, -0.54, -0.05, 0.18, 0.10, 0.10, 0.10, 0.14, 0.12, 0.13, 0.06, 1.08, -0.36, -0.25, -0.10, -0.53, 0.08, 0.10, 0.04]
}

---

Record 2
{
  "formula": "C24H28BF7NO25",
  "method": "wB97M-V/def2-TZVPD",
  "fmax_ev_per_a": 2.67,
  "multiplicity": 1,
  "lumo_energy_ev": 1.82,
  "homo_lumo_gap_ev": 7.0,
  "total_charge": -1,
  "homo_ev": -5.15,
  "species": ["C", "O", "B", "O", "C", "N", "C", "O", "O", "H", "H", "H", "H", "H", "H", "H", "C", "C", "O", "C", "O", "O", "F", "H", "H", "H", "C", "C", "O", "C", "O", "O", "F", "H", "H", "H", "C", "C", "O", "C", "O", "O", "F", "H", "H", "H", "C", "C", "O", "C", "O", "O", "F", "H", "H", "H", "C", "C", "O", "C", "O", "O", "F", "H", "H", "H", "C", "C", "O", "C", "O", "O", "F", "H", "H", "H", "C", "C", "O", "C", "O", "O", "F", "H", "H", "H"],
  "coordinates": [[-4.53000, -2.02460, 0.96638], [-3.12575, -1.80843, 0.71893], [-2.43963, -3.02376, 0.62156], [-2.77426, -3.98689, -0.37164], [-1.26669, -3.46609, 1.63845], [-1.98019, -3.78845, 2.94411], [-0.19981, -2.35265, 1.85926], [-0.41714, -1.29834, 2.46973], [0.96686, -2.58737, 1.37609], [-4.87207, -1.55243, 1.90212], [-5.12136, -1.63337, 0.10219], [-4.78552, -3.10488, 1.04143], [-2.83155, -3.55410, -1.23700], [-0.73144, -4.35570, 1.23955], [-2.88473, -3.30757, 2.91300], [-2.20465, -4.78421, 2.84950], [0.31053, 1.08710, 0.57112], [0.67123, 2.21647, 1.47044], [0.62505, 3.34397, 0.60073], [-0.29414, 3.03320, -0.35364], [-0.78885, 3.83653, -1.09144], [-0.58389, 1.71711, -0.36176], [1.92918, 2.06884, 1.93811], [1.17244, 0.68738, 0.03360], [-0.17900, 0.27384, 1.10752], [-0.01812, 2.36660, 2.30398], [2.64697, -0.75270, 4.25460], [3.17872, 0.39556, 5.07071], [2.82579, 0.03388, 6.39347], [2.80551, -1.33264, 6.41532], [2.81223, -1.98300, 7.41119], [2.78687, -1.84974, 5.16465], [2.55406, 1.55908, 4.75497], [1.59290, -0.63142, 3.98921], [3.21793, -0.92182, 3.34343], [4.26093, 0.53290, 5.00567], [-7.12773, -6.17394, 3.56399], [-5.83349, -6.37819, 4.30010], [-5.00470, -5.36461, 3.76746], [-5.83873, -4.34791, 3.40431], [-5.48192, -3.24212, 3.16924], [-7.13455, -4.76390, 3.35200], [-5.28884, -7.58516, 4.01086], [-7.14459, -6.68701, 2.60004], [-7.99398, -6.48739, 4.14453], [-5.90656, -6.25941, 5.38369], [-1.66155, 4.78608, -5.09752], [-0.37466, 4.61334, -4.34616], [0.44235, 5.64732, -4.86703], [-0.41253, 6.64425, -5.23919], [-0.07914, 7.76001, -5.46619], [-1.69646, 6.19838, -5.30750], [0.20279, 3.41734, -4.63131], [-1.65509, 4.27415, -6.06260], [-2.52638, 4.45091, -4.52795], [-0.46563, 4.72819, -3.26519], [1.19900, 0.64708, -6.11176], [1.90603, -0.49697, -5.44290], [0.84344, -1.36907, -5.10552], [-0.12958, -1.15695, -6.03920], [-1.04365, -1.88673, -6.23158], [0.08744, -0.00256, -6.72802], [2.52081, -0.09705, -4.30458], [0.83558, 1.38959, -5.39982], [1.82083, 1.14691, -6.85297], [2.62194, -1.02105, -6.08080], [3.94799, -3.03314, 0.01473], [4.65338, -4.35207, -0.08099], [5.98733, -4.02505, 0.26997], [5.89889, -2.95448, 1.11498], [6.78596, -2.57969, 1.81233], [4.67262, -2.38076, 1.06211], [4.64250, -4.82874, -1.35431], [4.03042, -2.44599, -0.90296], [2.89030, -3.13829, 0.27293], [4.27286, -5.11693, 0.59911], [1.48955, 6.61402, -0.85265], [1.34867, 7.93203, -1.55967], [2.64233, 8.49346, -1.44109], [3.50653, 7.43651, -1.38078], [4.67803, 7.52167, -1.54479], [2.85147, 6.27521, -1.11571], [0.46250, 8.74024, -0.92398], [1.33849, 6.69826, 0.22549], [0.81219, 5.85540, -1.24258], [1.07912, 7.85249, -2.61610]],
  "lowdin_charge": [-0.09, 0.02, -0.55, 0.11, -0.18, 0.07, -0.67, -0.05, -0.10, 0.08, 0.10, 0.08, 0.10, 0.13, 0.04, 0.06, -0.04, -0.31, 0.13, -0.54, 0.12, 0.09, 0.08, 0.15, 0.11, 0.18, -0.05, -0.32, 0.13, -0.55, 0.16, 0.08, 0.06, 0.13, 0.14, 0.17, -0.06, -0.32, 0.14, -0.52, 0.16, 0.08, 0.08, 0.15, 0.14, 0.18, -0.05, -0.31, 0.13, -0.55, 0.17, 0.08, 0.07, 0.15, 0.15, 0.15, -0.06, -0.32, 0.14, -0.54, 0.18, 0.07, 0.08, 0.12, 0.14, 0.17, -0.06, -0.31, 0.12, -0.55, 0.16, 0.07, 0.06, 0.14, 0.11, 0.18, -0.06, -0.31, 0.13, -0.54, 0.18, 0.08, 0.07, 0.15, 0.12, 0.17]
}

---

Record 3
{
  "formula": "C23H24N5PbS2",
  "method": "wB97M-V/def2-TZVPD",
  "fmax_ev_per_a": 3.42,
  "multiplicity": 1,
  "lumo_energy_ev": -10.56,
  "homo_lumo_gap_ev": 6.0,
  "total_charge": 3,
  "homo_ev": -16.60,
  "species": ["Pb", "C", "N", "C", "C", "N", "C", "S", "C", "C", "C", "C", "C", "N", "H", "H", "H", "H", "H", "H", "H", "H", "H", "C", "C", "C", "C", "C", "C", "C", "C", "C", "C", "H", "H", "H", "H", "H", "H", "H", "S", "C", "N", "C", "C", "C", "N", "H", "H", "H", "H", "H", "H", "H", "H"],
  "coordinates": [[0.45402, -1.16044, -0.46240], [-1.13396, 2.29635, 1.98400], [-0.14969, 2.55086, 0.95027], [0.87903, 3.44270, 1.06131], [1.64319, 3.32598, -0.02374], [1.13726, 2.26703, -0.69316], [0.00854, 1.79984, -0.10517], [-1.14767, 0.64304, -0.68439], [1.62788, 1.72525, -1.93954], [2.24032, 2.55368, -2.84563], [2.66150, 2.00344, -4.04413], [2.36168, 0.73511, -4.39028], [1.79464, -0.05762, -3.39490], [1.45329, 0.42608, -2.18541], [-1.46181, 3.20128, 2.38937], [-0.77602, 1.70417, 2.77423], [-2.02058, 1.89506, 1.54899], [0.85653, 4.14896, 1.87360], [2.45804, 3.89118, -0.47055], [2.26019, 3.59584, -2.58685], [3.05121, 2.75062, -4.72933], [2.82645, 0.26065, -5.30291], [1.64813, -1.15104, -3.56292], [0.38708, -1.23926, 5.23419], [-0.41809, -1.74433, 4.16027], [-0.11904, -1.62108, 2.85249], [1.21774, -1.08902, 2.58314], [1.81476, -0.94414, 1.29991], [3.08998, -0.56843, 0.99282], [3.98582, -0.30020, 2.09512], [3.42350, -0.34237, 3.39573], [2.08703, -0.78201, 3.65269], [1.60586, -0.78502, 4.97830], [0.03952, -1.29720, 6.26469], [-1.38049, -2.25634, 4.31855], [-0.83962, -1.94307, 2.09833], [3.52398, -0.59173, 0.00971], [5.10590, -0.08421, 1.94973], [3.93322, -0.08489, 4.26549], [2.30445, -0.56007, 5.71777], [-0.46018, -3.04239, -1.79611], [-2.15622, -2.47674, -2.02501], [-3.01884, -2.65891, -1.00090], [-4.34442, -2.00407, -1.01145], [-4.44147, -0.85252, -1.96220], [-3.87025, -1.22281, -3.31291], [-2.49440, -1.74234, -3.09602], [-2.84751, -3.33615, -0.27667], [-4.55999, -1.74270, 0.06750], [-4.99879, -2.82314, -1.21607], [-3.84945, -0.03212, -1.60266], [-5.49722, -0.56346, -2.12119], [-3.75218, -0.40304, -3.95994], [-4.35766, -2.00305, -3.86075], [-1.78522, -1.71120, -3.85501]],
  "nbo_charge": [1.46, -0.42, -0.27, -0.01, -0.02, -0.33, 0.25, -0.12, 0.36, -0.21, -0.10, -0.22, 0.07, -0.53, 0.25, 0.24, 0.24, 0.28, 0.28, 0.25, 0.27, 0.29, 0.23, -0.18, -0.14, -0.25, -0.15, -0.11, -0.31, -0.20, -0.11, -0.04, -0.15, 0.26, 0.24, 0.20, 0.25, 0.28, 0.24, 0.24, -0.08, 0.38, -0.54, -0.23, -0.44, -0.21, -0.53, 0.45, 0.25, 0.24, 0.22, 0.29, 0.24, 0.24, 0.45]
}

---

Record 4
{
  "formula": "C42H31AsN5O5W",
  "method": "wB97M-V/def2-TZVPD",
  "fmax_ev_per_a": 1.52,
  "multiplicity": 1,
  "lumo_energy_ev": -10.54,
  "homo_lumo_gap_ev": 5.6,
  "total_charge": 3,
  "homo_ev": -16.13,
  "species": ["W", "O", "C", "N", "C", "C", "C", "C", "C", "C", "N", "C", "O", "C", "C", "C", "C", "C", "N", "C", "C", "C", "C", "C", "N", "H", "H", "H", "H", "H", "H", "H", "H", "H", "H", "H", "H", "O", "C", "O", "C", "C", "C", "C", "C", "N", "H", "H", "H", "H", "O", "As", "C", "C", "C", "C", "C", "C", "C", "C", "C", "C", "C", "C", "C", "C", "C", "C", "C", "C", "H", "H", "H", "H", "H", "H", "H", "H", "H", "H", "H", "H", "H", "H", "H"],
  "coordinates": [[0.98715, 0.03079, -0.69229], [2.31111, -2.72295, 2.03286], [2.02817, -2.23112, 0.98064], [2.19664, -0.86961, 0.64465], [2.99937, -0.06035, 1.50801], [3.96548, -0.51871, 2.39009], [4.69023, 0.41069, 3.12659], [4.44029, 1.76608, 2.98968], [3.49001, 2.22619, 2.08543], [2.78599, 1.29836, 1.32987], [1.81386, 1.57230, 0.31405], [1.74072, 2.88386, -0.21661], [2.50500, 3.77447, 0.00703], [0.55492, 3.05227, -1.09062], [0.19134, 4.27048, -1.62073], [-0.94589, 4.31961, -2.41472], [-1.66252, 3.14902, -2.63592], [-1.21718, 1.96607, -2.07989], [-0.12271, 1.92473, -1.30781], [1.40991, -2.99339, -0.12772], [1.34013, -4.36743, -0.11557], [0.80059, -5.00450, -1.22563], [0.36162, -4.22838, -2.28790], [0.45905, -2.85058, -2.21399], [0.97482, -2.23592, -1.13930], [4.14395, -1.57222, 2.52532], [5.44737, 0.06259, 3.81535], [4.99378, 2.48362, 3.57924], [3.32519, 3.28343, 1.97552], [0.79458, 5.14243, -1.40752], [-1.26874, 5.25319, -2.85606], [-2.55377, 3.14335, -3.24735], [-1.74464, 1.03685, -2.24827], [1.71876, -4.90138, 0.74536], [0.73647, -6.08377, -1.26422], [-0.05377, -4.67801, -3.17868], [0.12933, -2.22884, -3.03168], [0.67952, 0.14631, -4.74188], [1.19328, 0.14978, -3.67653], [0.51799, -0.16147, -2.52721], [2.61103, 0.45197, -3.34376], [3.54885, 0.74320, -4.30531], [4.84424, 1.03128, -3.88588], [5.12910, 1.00158, -2.53028], [4.12551, 0.68945, -1.62733], [2.87585, 0.41999, -2.02465], [3.25966, 0.73976, -5.34760], [5.61290, 1.27440, -4.60723], [6.12226, 1.21708, -2.16222], [4.32901, 0.64346, -0.56644], [-0.52942, -0.29037, 0.27118], [-2.14839, -0.39256, 0.99680], [-2.57990, 1.42536, 1.34330], [-1.61119, 2.21476, 1.96538], [-1.94339, 3.50728, 2.33295], [-3.22798, 3.98809, 2.09381], [-4.18236, 3.19041, 1.47780], [-3.86508, 1.89390, 1.09627], [-1.81495, -1.43424, 2.55439], [-2.86534, -2.10096, 3.17784], [-2.59171, -2.84472, 4.31451], [-1.29465, -2.91700, 4.80710], [-0.25824, -2.23722, 4.18050], [-0.51242, -1.48429, 3.04519], [-3.28127, -1.18724, -0.31910], [-4.59500, -1.50376, 0.02151], [-5.42527, -2.05185, -0.94410], [-4.94830, -2.27766, -2.22815], [-3.63790, -1.95757, -2.56005], [-2.79599, -1.40987, -1.60430], [-0.62104, 1.82124, 2.17053], [-1.21375, 4.13497, 2.82720], [-3.48817, 4.99165, 2.40291], [-5.17666, 3.57519, 1.29660], [-4.60591, 1.27194, 0.60899], [-3.87741, -2.04266, 2.80023], [-3.39319, -3.37091, 4.81454], [-1.09040, -3.50710, 5.69026], [0.74709, -2.28965, 4.57579], [0.29040, -0.93898, 2.56569], [-4.97545, -1.32827, 1.02005], [-6.44701, -2.30218, -0.69322], [-5.60271, -2.70439, -2.97622], [-3.27651, -2.13140, -3.56512], [-1.77632, -1.15992, -1.86195]],
  "lowdin_charge": [2.00, 0.16, -0.42, -0.05, -0.23, 0.02, -0.02, -0.02, 0.02, -0.23, -0.05, -0.40, 0.18, -0.18, 0.06, 0.03, 0.02, -0.07, 0.00, -0.18, 0.07, 0.03, 0.02, -0.07, 0.01, 0.12, 0.13, 0.13, 0.12, 0.15, 0.14, 0.13, 0.11, 0.15, 0.14, 0.13, 0.12, 0.22, -0.46, -0.30, -0.17, 0.06, 0.03, 0.02, -0.05, 0.01, 0.15, 0.14, 0.14, 0.12, -0.54, 1.43, -0.32, -0.09, -0.04, -0.02, -0.03, -0.07, -0.30, -0.07, -0.03, -0.02, -0.04, -0.09, -0.30, -0.09, -0.03, -0.02, -0.04, -0.11, 0.10, 0.12, 0.13, 0.13, 0.11, 0.10, 0.13, 0.13, 0.12, 0.08, 0.11, 0.13, 0.13, 0.12, 0.06]
}